A molecular structure, C2H2CuO. Source: the Open Molecules 2025 dataset; level of theory: ωB97M-V/def2-TZVPD.

Structure (ORCA input):
```
! wB97M-V def2-TZVPD RIJCOSX def2/J DEFGRID3
* xyz -2 2
C 1.1330 -0.0728 -0.6809
C -0.0670 0.3827 -0.7123
H 1.4865 -0.9257 -0.0851
H -0.5473 1.2289 -1.2146
O -1.3304 -0.1425 0.5138
Cu -0.6749 -0.4706 2.1791
*
```

Properties
E (eV): -48785.485
Molecular weight (g mol⁻¹): 105.58

Electronic structure analysis, Mulliken charges in units of e: -0.286 -0.596 0.127 0.175 -0.953 -0.467